Record 1
Below is the molecule C6H13O4P, with properties calculated with ωB97M-V/def2-TZVPD.

Geometry as XYZ:
```
24
C6H13O4P, DFT ωB97M-V/def2-TZVPD
C 2.86 0.00 -0.37
C 1.44 0.22 -0.92
C 0.48 -0.24 0.15
C 0.53 0.58 1.40
P 0.76 -2.01 0.66
O 0.74 -2.59 -0.73
C -1.01 -0.14 -0.32
O -1.62 1.10 -0.34
O -1.23 -0.69 -1.63
O -1.76 -0.98 0.52
C -3.16 -1.04 0.30
H 3.61 -0.04 -1.10
H 2.89 -0.78 0.42
H 3.06 0.87 0.34
H 1.21 -0.46 -1.77
H 1.44 1.29 -1.20
H -0.54 0.75 1.73
H 1.05 1.48 1.20
H 1.11 0.09 2.21
H -1.61 1.29 -1.22
H -0.74 -1.47 -1.77
H -3.45 -2.09 0.51
H -3.31 -0.82 -0.77
H -3.60 -0.40 1.02
```

Properties
- Total charge: 0
- Multiplicity: 1
- Gap between HOMO and LUMO: 0.3188 Eh
- Energy relative to the best compared isomer or geometry (same formula, charge and spin): 73.88 kcal per mole
- Lowest unoccupied orbital energy: -0.6 eV
- Structure (SMILES): CC[C@](C)(P=O)C(O)(O)OC

Results of the Mulliken charge analysis, in e, for atoms 1 through 5: number 1, C, carries -1.014; number 2, C, carries -0.616; number 3, C, carries 1.599; number 4, C, carries -1.628; number 5, P, carries 0.224

---

Record 2
Below is a cluster of 13 separate species, C14H54N12O13 in total, with properties calculated with ωB97M-V/def2-TZVPD.

Geometry as XYZ:
```
93
C14H54N12O13, DFT ωB97M-V/def2-TZVPD
C -16.70 -17.54 2.06
C -17.86 -18.35 2.75
O -18.23 -19.26 1.74
H -17.23 -17.07 1.22
H -15.89 -18.14 1.76
H -16.36 -16.83 2.83
H -18.74 -17.68 2.96
H -17.52 -18.86 3.69
H -18.88 -19.93 2.12
C -20.56 -20.13 3.31
O -21.55 -19.23 3.07
N -19.95 -20.18 4.47
N -20.15 -20.95 2.36
H -20.26 -19.37 5.07
H -19.02 -20.71 4.71
H -20.85 -21.02 1.60
H -19.58 -21.78 2.50
C -17.10 -14.57 0.91
O -18.43 -14.49 1.08
N -16.25 -14.02 1.85
N -16.58 -15.06 -0.18
H -16.67 -13.44 2.65
H -15.19 -14.04 1.67
H -17.18 -15.78 -0.66
H -15.59 -15.12 -0.40
C -17.32 -20.87 5.76
O -17.75 -19.94 6.64
N -18.05 -21.87 5.42
N -16.28 -20.66 5.02
H -19.02 -21.94 5.93
H -17.64 -22.68 4.94
H -15.73 -19.88 5.29
H -16.00 -21.13 4.15
C -13.80 -17.55 5.35
O -14.88 -18.14 4.79
N -12.61 -17.30 4.82
N -13.80 -17.00 6.54
H -12.44 -17.57 3.84
H -12.06 -16.51 5.16
H -14.74 -16.91 6.92
H -13.09 -16.34 6.91
C -19.95 -17.42 6.04
O -18.82 -17.40 6.84
N -20.17 -16.62 5.06
N -20.93 -18.27 6.16
H -19.35 -16.10 4.83
H -20.94 -16.74 4.34
H -20.87 -19.07 6.90
H -21.90 -18.17 5.88
C -15.96 -18.90 -1.22
O -15.09 -18.02 -0.56
N -15.58 -19.27 -2.47
N -16.83 -19.67 -0.62
H -14.98 -18.74 -3.06
H -16.21 -19.90 -2.95
H -17.11 -19.42 0.42
H -17.67 -19.95 -1.18
C -17.12 -15.37 4.87
O -18.22 -15.09 4.01
H -17.29 -14.93 5.84
H -16.21 -14.99 4.51
H -16.94 -16.42 4.96
H -18.15 -15.33 3.15
C -13.16 -17.56 1.84
O -11.92 -17.94 2.34
H -13.85 -17.04 2.50
H -13.63 -18.36 1.32
H -12.89 -16.73 1.22
H -11.27 -17.82 1.58
C -18.36 -16.67 -2.53
O -18.29 -16.80 -1.05
H -19.29 -16.20 -2.87
H -18.39 -17.66 -2.94
H -17.47 -16.27 -2.87
H -19.19 -16.71 -0.72
C -17.75 -22.59 1.61
O -18.92 -23.32 1.89
H -17.77 -21.85 0.79
H -16.86 -23.12 1.43
H -17.55 -21.98 2.42
H -18.94 -24.04 1.30
C -20.98 -16.00 1.95
O -22.21 -16.26 2.78
H -21.28 -15.77 0.93
H -20.25 -16.81 2.12
H -20.54 -15.05 2.24
H -22.83 -15.51 2.82
C -14.89 -20.63 2.15
O -15.04 -21.90 2.64
H -14.08 -20.60 1.48
H -14.95 -19.78 2.78
H -15.70 -20.61 1.43
H -14.92 -22.51 1.92
```

Properties
- Total charge: 0
- Multiplicity: 1
- Gap between HOMO and LUMO: 0.2863 Eh
- Energy relative to the best compared isomer or geometry (same formula, charge and spin): 191.27 kcal per mole
- Lowest unoccupied orbital energy: 0.0 eV

Results of the Mulliken charge analysis, in e, for atoms 1 through 5: number 1, C, carries 0.740; number 2, C, carries 3.061; number 3, O, carries -0.608; number 4, H, carries -0.629; number 5, H, carries -0.344